(1)
DFT (the ωB97M-V functional and the def2-TZVPD basis) results for a single C7H9NO molecule at a distorted geometry.

```
18
Properties=species:S:1:pos:R:3:forces:R:3:lowdin_charge:R:1
C 0.6496 -0.6974 2.1434 -0.5 -2.5 3.4 -0.17
N 1.1135 -0.8953 0.8452 -0.7 0.7 -2.3 0.01
C 0.3293 -0.4599 -0.0346 1.1 -0.1 -6.7 -0.25
C -0.9654 0.2522 -0.3015 -1.6 -1.6 2.0 -0.15
C -1.4865 0.2042 -1.7626 -3.0 -1.2 -1.3 -0.16
C -0.4683 -0.0872 -2.8490 1.2 -1.3 8.7 -0.14
C 0.0018 0.2566 -3.9398 1.0 1.0 -4.7 -0.23
O 0.4112 0.4215 -5.0322 0.0 0.1 0.7 0.14
C 0.7874 -0.5248 -1.6782 -1.3 -1.0 -0.2 0.04
H 0.3792 0.3081 2.3925 -0.1 0.7 0.2 0.07
H -0.2700 -1.3583 2.2914 0.9 0.8 0.1 0.10
H 1.4179 -1.0989 2.8866 -1.0 0.8 -0.8 0.10
H -0.9001 1.2229 0.0866 0.0 1.7 0.6 0.10
H -1.6843 -0.3015 0.3825 0.2 0.9 -0.8 0.14
H -2.1482 -0.7329 -1.7765 0.6 1.2 0.0 0.13
H -2.2063 1.0243 -2.1036 1.1 -0.8 1.1 0.13
H 1.1637 -1.4563 -2.0500 0.5 -0.5 0.3 0.08
H 1.4766 0.2492 -1.7889 1.5 1.1 -0.1 0.07
```
Positions in Å, forces in eV/Å.

Properties
- Spin multiplicity: 1
- Max |F|: 8.9 eV/Å
- HOMO: -0.321 Ha
- Energy relative to the best compared isomer or geometry (same formula, charge and spin): 109.4 kcal per mole
- Kohn-Sham gap: 9.4 eV
- Total energy: -10938.0704 eV
- SMILES: C/N=C1\CCC(=C=O)C1



(2)
DFT (the ωB97M-V functional and the def2-TZVPD basis) results for 2 unconnected molecules or ions with the total composition C7H9NO at a distorted geometry.

```
18
Properties=species:S:1:pos:R:3:forces:R:3:lowdin_charge:R:1
C -1.7770 1.7979 0.2229 -1.3 2.9 2.4 -0.09
C -0.8860 0.5097 0.1989 -2.7 4.5 -1.6 -0.27
C -0.5602 -0.2409 1.1983 3.8 -1.6 5.1 -0.03
C 0.5911 -1.3417 1.2351 -3.8 -0.5 2.9 -0.24
C 1.1478 -1.8142 -0.0118 4.6 -1.8 -0.5 -0.16
C 1.5645 -1.0967 -1.0510 -1.6 0.4 -3.0 -0.16
C -0.4013 0.6828 -1.1754 4.9 -0.1 -3.5 -0.29
H -2.0085 2.3223 1.3715 1.2 -1.7 -3.2 0.13
H -1.3623 2.6656 -0.6124 -1.6 -2.6 3.1 0.15
H -2.8169 1.4670 -0.0444 0.9 0.5 -0.2 0.07
H -0.4323 0.1845 2.6293 -1.6 -0.9 -4.5 0.24
H 1.1749 -0.7607 1.9454 1.4 -0.3 -0.3 0.08
H 0.2724 -2.2663 1.9423 0.3 2.1 -1.7 0.15
H 1.9507 -2.6390 0.0273 -1.8 0.5 0.6 0.12
H 2.1646 -1.4711 -1.9401 -0.2 -0.1 1.8 0.14
H 1.1060 0.3872 -2.3979 1.0 0.4 -2.2 0.08
N 0.9725 0.0699 -1.4980 -3.6 1.2 2.7 0.08
O -0.7000 1.5437 -2.0399 0.2 -3.2 2.3 0.01
```
Positions in Å, forces in eV/Å.

Properties
- Spin multiplicity: 1
- Max |F|: 6.6 eV/Å
- HOMO: -0.310 Ha
- Energy relative to the best compared isomer or geometry (same formula, charge and spin): 146.3 kcal per mole
- Kohn-Sham gap: 8.2 eV
- Total energy: -10936.4682 eV



(3)
DFT (the ωB97M-V functional and the def2-TZVPD basis) results for a molecular structure, C7H9NO2S at a distorted geometry.

```
20
Properties=species:S:1:pos:R:3:forces:R:3:lowdin_charge:R:1
C -2.1407 0.5364 -0.8024 -2.1 0.4 -1.1 -0.12
C -1.5590 0.3708 -2.0199 0.2 0.8 2.9 -0.04
C 0.9770 -0.0449 1.2514 1.8 0.3 1.6 -0.21
C 1.6639 -0.2344 -0.1195 4.4 -2.3 1.0 -0.28
C -1.2541 -0.0063 0.2746 1.7 0.6 -4.3 -0.11
C -0.2748 -0.2800 -1.4771 -1.6 -1.1 1.8 -0.13
C -0.2080 0.8163 0.9320 -0.2 1.3 1.7 -0.30
N 1.0095 0.3523 -1.2303 -1.9 2.0 -1.1 -0.18
O -0.2362 2.7664 -1.1253 1.1 -1.4 0.4 -0.29
O 1.8922 2.4942 0.0804 -0.8 -1.2 -0.5 -0.29
S 0.6806 1.8750 -0.4273 -2.0 1.8 0.7 0.78
H -3.1726 0.9420 -0.6046 1.0 -0.3 -0.3 0.11
H -1.9015 0.7046 -3.0051 0.5 -0.2 0.4 0.11
H 0.9498 -1.0100 1.7643 -1.4 -0.1 -0.3 0.11
H 1.6384 0.4833 2.0345 -0.6 -0.2 -1.7 0.14
H 2.6556 0.3585 -0.0547 -1.2 -1.7 -0.2 0.14
H 1.8416 -1.3551 -0.3064 -0.1 1.8 0.0 0.15
H -1.6508 -0.7262 0.9421 -0.2 -1.1 0.3 0.11
H -0.2554 -1.3394 -1.8214 0.8 0.7 0.7 0.14
H -0.5546 1.3572 1.8899 0.5 -0.1 -1.9 0.17
```
Positions in Å, forces in eV/Å.

Properties
- Spin multiplicity: 1
- Max |F|: 5.1 eV/Å
- HOMO: -0.324 Ha
- Energy relative to the best compared isomer or geometry (same formula, charge and spin): 108.7 kcal per mole
- Kohn-Sham gap: 9.7 eV
- Total energy: -23820.2500 eV



(4)
DFT (the ωB97M-V functional and the def2-TZVPD basis) results for a single C7H9NOS molecule at a distorted geometry.

```
19
Properties=species:S:1:pos:R:3:forces:R:3:lowdin_charge:R:1
C 2.7725 -0.6271 0.2699 -2.6 0.8 -1.5 -0.39
C 0.4336 -0.3684 0.2616 -1.4 0.9 2.4 -0.03
C 1.6497 -0.4670 1.0235 0.1 -1.2 0.8 -0.47
C 0.6747 -0.3607 -1.0083 2.5 -0.3 -0.7 -0.61
C -0.2853 -0.1326 -2.0417 -0.3 0.5 -1.4 -0.19
C -1.9501 0.2759 -0.4726 2.7 -1.6 -0.5 -0.14
C -2.5858 1.3336 0.3235 -0.9 -0.8 -1.2 -0.03
N 1.6873 -0.6013 2.4052 -2.5 0.1 1.6 0.04
O -1.3465 0.7375 -1.5529 0.0 -0.6 0.0 -0.04
S 2.4123 -0.5068 -1.4312 -0.8 0.0 0.5 0.95
H 3.7168 -0.8318 0.5867 2.5 -0.5 0.8 0.02
H 0.3155 0.3071 -2.8394 -1.1 0.5 -0.4 0.12
H -0.7253 -1.0417 -2.3810 -0.6 -0.7 -0.4 0.12
H -1.9132 -0.8338 -0.2890 -0.6 1.3 -0.4 0.14
H -2.8930 0.8671 1.2400 0.2 0.5 0.9 0.08
H -3.5349 1.6846 -0.1749 1.1 0.0 0.3 0.12
H -1.7598 2.0359 0.2855 -0.6 0.8 0.9 0.10
H 2.5940 -0.7494 2.8454 -0.9 0.0 0.0 0.08
H 0.7374 -0.7211 2.9497 3.2 0.3 -1.6 0.14
```
Positions in Å, forces in eV/Å.

Properties
- Spin multiplicity: 1
- Max |F|: 3.6 eV/Å
- HOMO: -0.254 Ha
- Energy relative to the best compared isomer or geometry (same formula, charge and spin): 92.9 kcal per mole
- Kohn-Sham gap: 6.7 eV
- Total energy: -21772.8125 eV



What is the total energy in the second record? -10936.4682 eV



Which of these has the lowest HOMO? C7H9NO2S